31
Properties=species:S:1:pos:R:3:forces:R:3 method="wB97M-V/def2-TZVPD" smiles=CCNC[C@@H](N)CO.O.O.O homo_ev=-8.8 fmax_ev_per_a=8.44 lumo_energy_ha=0.021 e_tot_ev=-16675.74014 de_lowest_kcal_mol=97.3
C 0.5956 0.8202 -1.9656 0.66 1.65 0.58
C -0.9409 0.8260 -2.1232 -1.23 1.98 -1.83
N -1.5553 0.6335 -0.8234 1.95 -1.65 0.32
C -1.3879 -0.8296 -0.4591 -1.18 0.80 0.59
C -1.7801 -1.0043 1.0453 8.38 -0.50 0.87
N -1.4370 -2.2987 1.6657 -4.77 1.14 -4.13
C -0.9131 0.0508 1.9680 -1.05 2.25 0.52
O -0.1631 1.1250 1.3931 4.50 -2.07 2.97
H 0.8861 1.2041 -0.8850 -0.86 -0.88 -2.15
H 0.8748 -0.2240 -2.0604 0.71 0.16 -0.20
H 1.2071 1.5059 -2.6972 -1.38 -1.58 1.05
H -1.3274 0.0511 -2.9580 0.95 1.51 1.71
H -1.3079 1.8829 -2.4470 0.69 -1.78 0.16
H -2.5187 0.8382 -0.8202 -1.28 0.22 -0.29
H -0.3735 -1.1822 -0.6678 -0.27 0.16 0.09
H -2.1037 -1.2754 -1.1659 0.38 -0.98 0.50
H -2.7269 -0.7979 1.1081 -5.41 1.08 0.82
H -1.4069 -2.3874 2.5929 -0.72 0.48 4.58
H -0.6203 -2.6448 1.4031 4.44 -1.70 -2.26
H -1.6544 0.8104 2.4002 0.14 -2.41 1.13
H -0.1104 -0.4156 2.6643 -2.12 0.35 -0.94
H -0.6314 1.4172 0.7045 -2.98 1.82 -4.55
O 1.7205 3.5876 -0.1363 0.80 0.29 -3.91
H 1.2503 3.3007 0.5981 -1.56 -1.04 2.05
H 1.2624 3.2365 -0.9615 0.77 0.72 1.92
O 2.8891 -0.3158 -0.4382 -2.46 -1.93 0.25
H 2.8329 0.6252 -0.4765 0.17 1.23 0.08
H 1.8909 -0.5620 -0.4097 2.66 1.21 -0.34
O 1.5598 -2.8807 0.1403 0.78 1.68 -0.53
H 2.2551 -3.1258 -0.4996 -0.44 -0.24 0.37
H 1.7759 -1.9082 0.2187 -0.27 -1.98 0.57